Entry 1:
{"formula": "C35H45F6IrN7O5S2Si", "method": "ωB97M-V/def2-TZVPD", "charge": 2, "largest_force_ha_per_bohr": 0.098, "gap_ev": [5.39, 5.34], "spin_multiplicity": 2, "species": ["Ir", "C", "C", "C", "C", "C", "C", "C", "N", "C", "C", "C", "C", "C", "C", "C", "N", "C", "C", "C", "C", "H", "H", "H", "H", "H", "H", "H", "H", "H", "H", "H", "H", "H", "H", "H", "H", "H", "H", "H", "H", "H", "H", "H", "H", "C", "C", "C", "C", "C", "C", "N", "N", "Si", "C", "C", "C", "H", "H", "H", "H", "H", "H", "H", "H", "H", "H", "H", "H", "H", "H", "H", "F", "C", "F", "F", "S", "O", "O", "N", "S", "O", "O", "C", "F", "F", "F", "N", "C", "O", "C", "C", "C", "C", "N", "C", "H", "H", "H", "H", "H", "H"], "xyz": [[0.8315, -0.0695, -0.7925], [-4.6730, 0.4617, 3.9599], [-3.8353, 1.6555, 3.4955], [-4.7345, 2.6109, 2.6877], [-3.2806, 2.3841, 4.7296], [-2.6925, 1.2340, 2.5892], [-1.6999, 2.1450, 2.2150], [-0.7079, 1.7576, 1.3482], [-0.6379, 0.5226, 0.8387], [-1.5382, -0.3810, 1.2155], [-2.5737, -0.0518, 2.0717], [-1.3022, -1.7232, 0.7126], [-2.0077, -2.8224, 1.1383], [-1.6620, -4.1112, 0.7240], [-0.6162, -4.2019, -0.1828], [0.0426, -3.0614, -0.5917], [-0.2649, -1.8397, -0.1332], [-2.3869, -5.3203, 1.2908], [-1.8420, -6.6322, 0.7261], [-3.8850, -5.2085, 0.9571], [-2.1940, -5.3186, 2.8197], [-5.4559, 0.8156, 4.6315], [-4.0683, -0.2663, 4.5109], [-5.1704, -0.0386, 3.1230], [-5.5424, 2.9762, 3.3254], [-5.1819, 2.0953, 1.8340], [-4.1754, 3.4747, 2.3188], [-4.0964, 2.5920, 5.4236], [-2.8185, 3.3408, 4.4739], [-2.5426, 1.7686, 5.2517], [-1.6964, 3.1601, 2.5913], [0.0733, 2.4536, 1.0717], [-3.3016, -0.8026, 2.3441], [-2.8321, -2.6952, 1.8256], [-0.2871, -5.1525, -0.5794], [0.8379, -3.1512, -1.2994], [-1.9934, -6.7030, -0.3552], [-2.3726, -7.4661, 1.1876], [-0.7784, -6.7582, 0.9490], [-4.0437, -5.1341, -0.1218], [-4.3484, -4.3422, 1.4372], [-4.4017, -6.1011, 1.3151], [-1.1318, -5.3441, 3.0793], [-2.6678, -6.2056, 3.2449], [-2.6467, -4.4407, 3.2886], [1.3558, -1.0907, 2.9402], [2.3843, -0.2482, 2.2444], [3.6231, 0.0024, 2.8425], [4.5465, 0.8340, 2.2085], [4.2434, 1.3784, 0.9827], [2.9961, 1.0616, 0.4039], [2.1066, 0.3043, 1.0670], [2.5351, 1.4357, -0.7775], [3.2800, 2.5468, -1.9757], [2.4170, 2.6003, -3.6203], [5.0949, 2.2793, -2.3290], [3.1810, 4.2150, -1.1404], [1.8306, -1.7903, 3.6228], [0.7574, -1.6405, 2.2161], [0.6877, -0.4475, 3.5219], [3.8463, -0.4566, 3.7951], [5.5011, 1.0404, 2.6765], [4.9385, 2.0167, 0.4564], [2.6499, 1.7053, -4.1981], [2.7775, 3.4727, -4.1720], [1.3265, 2.6686, -3.5372], [5.2429, 1.4121, -2.9752], [5.7253, 2.1611, -1.4475], [5.4318, 3.1683, -2.8702], [2.1591, 4.5298, -0.9193], [3.6312, 4.9447, -1.8242], [3.7566, 4.2189, -0.2077], [1.2611, -2.7618, -5.6303], [1.4016, -1.5222, -5.2296], [0.4228, -0.7647, -5.6906], [2.5727, -1.0347, -5.6043], [1.3370, -1.4465, -3.3914], [1.8353, -0.1180, -3.0020], [-0.0449, -1.6419, -3.0148], [2.2884, -2.6221, -2.9811], [3.2158, -2.4910, -1.7017], [3.5971, -3.7600, -1.1973], [2.6424, -1.5464, -0.7056], [4.7932, -1.6719, -2.2528], [5.2734, -0.9959, -1.2146], [5.6491, -2.5886, -2.6321], [4.5613, -0.8326, -3.2530], [-1.2241, 6.1759, -2.2277], [-0.6799, 5.1379, -1.5625], [-0.0562, 5.2614, -0.5236], [-0.8910, 3.7547, -2.1326], [-1.6527, 3.4266, -3.2442], [-1.8031, 2.0918, -3.5880], [-1.1952, 1.1241, -2.8217], [-0.4232, 1.4456, -1.7665], [-0.2668, 2.7321, -1.4456], [-1.1018, 7.0962, -1.8385], [-1.7440, 6.0880, -3.0807], [-2.1495, 4.1800, -3.8424], [-2.3990, 1.7982, -4.4411], [-1.3046, 0.0755, -3.0532], [0.3618, 2.9827, -0.6048]], "forces_ev_per_a": [[0.6, 3.6, 3.4], [0.0, 0.0, 0.0], [-0.1, 0.0, 0.0], [0.0, 0.0, 0.0], [0.1, 0.0, 0.0], [-0.1, -0.1, 0.0], [0.0, 0.0, 0.0], [0.5, 0.3, 0.0], [1.3, -0.1, -1.3], [-0.3, -0.1, 0.0], [-0.2, 0.2, 0.2], [-0.1, -0.4, 0.0], [-0.2, -0.2, 0.1], [-0.1, -0.1, 0.1], [0.1, 0.0, 0.0], [-0.3, 0.1, 0.3], [0.3, 0.0, -1.5], [-0.1, 0.0, 0.0], [0.0, 0.0, 0.0], [0.0, 0.0, 0.0], [0.0, 0.0, 0.0], [0.0, 0.0, 0.0], [-0.1, 0.0, 0.0], [0.0, 0.0, 0.1], [0.1, 0.0, 0.0], [0.0, 0.1, 0.0], [0.0, 0.0, 0.0], [0.0, 0.0, -0.1], [0.0, -0.1, 0.0], [-0.1, 0.1, 0.0], [0.1, -0.1, -0.1], [0.0, -0.2, 0.2], [0.1, 0.0, -0.1], [0.1, 0.0, 0.0], [0.0, 0.1, 0.0], [0.1, 0.0, -0.1], [0.0, 0.0, 0.1], [0.0, 0.0, 0.0], [-0.1, 0.0, 0.0], [0.0, 0.0, 0.1], [0.0, -0.1, 0.0], [0.0, 0.1, 0.0], [-0.1, 0.0, 0.0], [0.0, 0.1, 0.0], [0.0, -0.1, 0.0], [-0.1, 0.2, -0.2], [1.0, -0.7, 1.1], [-0.8, -0.4, -0.3], [-0.1, 0.2, -0.4], [0.1, 0.0, 0.2], [0.6, 0.4, 0.4], [-0.5, 0.0, -0.5], [-2.4, -1.0, -1.5], [0.5, 0.8, 0.2], [-0.4, -0.3, 0.0], [-0.2, -0.5, 0.0], [0.0, -0.1, -0.1], [0.0, 0.0, 0.0], [0.1, -0.1, 0.1], [0.0, -0.1, 0.0], [-0.1, 0.1, 0.1], [0.0, 0.0, 0.0], [0.0, -0.1, 0.0], [0.0, 0.2, -0.1], [0.0, 0.0, 0.1], [0.2, 0.0, -0.1], [0.1, 0.1, 0.0], [0.0, 0.0, -0.1], [0.0, 0.0, 0.0], [0.1, 0.1, 0.0], [-0.1, 0.0, 0.2], [-0.1, 0.1, -0.1], [-0.1, -0.1, -0.1], [0.4, 0.2, 0.1], [-0.1, 0.1, -0.1], [0.0, 0.0, -0.2], [-0.2, -0.6, -0.2], [-0.5, -0.4, 0.8], [0.2, -0.3, -0.3], [0.1, 0.3, 0.1], [-0.1, 0.1, 0.4], [-0.2, 0.0, -0.1], [-0.1, -0.2, -0.5], [0.1, 0.2, 0.1], [0.0, 0.0, 0.0], [0.0, -0.1, 0.0], [-0.1, 0.0, -0.1], [0.1, -0.2, 0.1], [-0.1, 0.2, 0.1], [-0.1, -0.1, -0.1], [-0.1, 0.0, -0.1], [-0.1, 0.0, 0.0], [-0.1, 0.2, 0.0], [0.1, -0.2, 0.1], [0.7, -0.9, -0.1], [0.1, -0.2, 0.2], [0.0, 0.0, 0.0], [0.0, 0.0, 0.0], [0.0, 0.0, 0.0], [0.0, 0.0, 0.0], [0.0, 0.0, 0.1], [0.1, 0.0, -0.3]]}

---

Entry 2:
{"formula": "C35H45N3O3ReS", "method": "ωB97M-V/def2-TZVPD", "charge": 2, "largest_force_ha_per_bohr": 0.008, "gap_ev": [6.68, 6.02], "spin_multiplicity": 2, "species": ["Re", "C", "C", "C", "C", "C", "C", "C", "C", "C", "C", "C", "C", "N", "C", "O", "C", "C", "C", "C", "C", "N", "C", "O", "N", "C", "C", "C", "C", "C", "C", "C", "C", "C", "C", "C", "C", "H", "H", "H", "H", "H", "H", "H", "H", "H", "H", "H", "H", "H", "H", "H", "H", "H", "H", "H", "H", "H", "H", "H", "H", "H", "H", "H", "H", "H", "H", "H", "H", "H", "H", "H", "H", "H", "O", "S", "C", "C", "C", "C", "H", "H", "H", "H", "H", "H", "H", "H"], "xyz": [[0.4830, -0.0885, 0.3148], [-1.7753, -1.6978, -3.2339], [-0.9631, -0.4022, -3.2768], [-1.3752, 0.4615, -4.4742], [0.5265, -0.6779, -3.3288], [1.0320, -1.5028, -4.3290], [2.3895, -1.7397, -4.4461], [3.2802, -1.1487, -3.5637], [2.8306, -0.3176, -2.5472], [3.8423, 0.3357, -1.6246], [4.6950, 1.3480, -2.3972], [4.7196, -0.7104, -0.9322], [1.4471, -0.0994, -2.4488], [0.9615, 0.7062, -1.3540], [1.0028, 2.1231, -1.4465], [1.4632, 2.7457, -2.3538], [0.2929, 2.7392, -0.2656], [-0.1199, 4.0432, -0.0840], [-1.0314, 4.2913, 0.9429], [-1.5911, 3.2470, 1.6869], [-1.1382, 1.9718, 1.4319], [-0.1457, 1.7920, 0.5591], [-1.7901, 0.6440, 1.7662], [-2.5845, 0.4810, 2.6410], [-1.3458, -0.3567, 0.8488], [-2.2499, -1.3962, 0.4284], [-1.8473, -2.7372, 0.5105], [-2.7174, -3.7155, 0.0509], [-3.9571, -3.3793, -0.4690], [-4.3293, -2.0513, -0.5530], [-3.4854, -1.0301, -0.1270], [-3.9538, 0.4059, -0.2877], [-4.3628, 0.7147, -1.7301], [-5.1063, 0.7106, 0.6759], [-0.5032, -3.1875, 1.0542], [0.6440, -2.9537, 0.0674], [-0.2069, -2.7249, 2.4832], [-2.8395, -1.4781, -3.1410], [-1.4934, -2.3300, -2.3879], [-1.6418, -2.2773, -4.1473], [-1.1886, 0.1649, -2.3663], [-1.2253, -0.0816, -5.4082], [-0.7888, 1.3802, -4.5244], [-2.4313, 0.7273, -4.4124], [0.3513, -1.9587, -5.0358], [2.7583, -2.3807, -5.2357], [4.3415, -1.3285, -3.6775], [3.3136, 0.8838, -0.8381], [5.2703, 0.8492, -3.1777], [5.4012, 1.8478, -1.7318], [4.0675, 2.1026, -2.8689], [5.3841, -1.2072, -1.6387], [4.1137, -1.4864, -0.4514], [5.3529, -0.2344, -0.1806], [0.2254, 4.8241, -0.7473], [-1.3730, 5.3035, 1.1151], [-2.3903, 3.4163, 2.3955], [-2.4268, -4.7570, 0.1142], [-4.6292, -4.1543, -0.8113], [-5.2953, -1.7972, -0.9699], [-3.1247, 1.0845, -0.0646], [-5.2831, 0.1977, -2.0031], [-3.5868, 0.4262, -2.4395], [-4.5475, 1.7839, -1.8424], [-5.9781, 0.1075, 0.4185], [-5.4001, 1.7588, 0.6002], [-4.8411, 0.4928, 1.7086], [-0.5708, -4.2769, 1.1115], [0.8693, -1.8924, -0.2479], [0.4364, -3.3966, -0.9069], [1.5996, -3.3297, 0.4353], [0.0585, -1.6658, 2.5435], [0.6069, -3.3140, 2.9111], [-1.0866, -2.8514, 3.1137], [2.0105, -0.1505, 1.5357], [2.7386, -1.1094, 2.5626], [2.2255, -0.5668, 4.2009], [3.5007, -0.7689, 5.0129], [4.6421, -0.1256, 4.2145], [4.3839, -0.3534, 2.7133], [1.3734, -1.1604, 4.5234], [1.9536, 0.4871, 4.1069], [3.6830, -1.8335, 5.1733], [3.3849, -0.3152, 5.9956], [5.6024, -0.5488, 4.4984], [4.6846, 0.9443, 4.4120], [5.0888, -1.0293, 2.2347], [4.3230, 0.5627, 2.1272]], "forces_ev_per_a": [[0.0, -0.4, 0.1], [0.0, 0.0, 0.0], [0.0, 0.0, 0.0], [0.0, 0.0, 0.0], [0.0, 0.1, 0.0], [0.0, 0.0, 0.0], [0.0, 0.0, 0.0], [0.0, 0.0, 0.0], [-0.1, 0.0, 0.0], [0.0, 0.0, 0.0], [0.0, 0.0, 0.1], [0.0, 0.0, 0.0], [0.1, 0.0, 0.0], [-0.1, -0.1, -0.1], [0.0, 0.0, -0.1], [0.0, 0.0, 0.1], [0.0, 0.0, 0.0], [0.0, 0.0, 0.0], [0.0, 0.0, 0.0], [0.0, 0.0, 0.0], [0.1, 0.0, -0.1], [-0.1, 0.3, 0.1], [-0.1, 0.0, 0.1], [0.0, 0.0, 0.0], [0.2, 0.1, -0.1], [0.0, 0.0, 0.0], [0.0, 0.1, 0.0], [0.0, 0.0, 0.0], [0.0, 0.0, 0.0], [0.0, 0.0, 0.0], [0.0, 0.0, 0.0], [0.0, 0.0, 0.0], [0.0, 0.0, 0.0], [0.0, 0.0, 0.0], [0.0, 0.0, 0.0], [-0.1, 0.0, 0.2], [0.0, 0.0, 0.0], [0.0, 0.0, 0.0], [0.0, 0.0, 0.0], [0.0, 0.0, 0.0], [0.0, 0.0, 0.0], [0.0, 0.0, 0.0], [0.0, 0.0, 0.0], [0.0, 0.0, 0.0], [0.0, 0.0, 0.0], [0.0, 0.0, 0.0], [0.0, 0.0, 0.0], [0.0, 0.0, 0.0], [0.0, 0.0, 0.0], [0.0, 0.0, 0.0], [0.0, 0.0, 0.0], [0.0, 0.0, 0.0], [0.0, 0.0, 0.0], [0.0, 0.0, 0.0], [0.0, 0.0, 0.0], [0.0, 0.0, 0.0], [0.0, 0.0, 0.0], [0.0, 0.0, 0.0], [0.0, 0.0, 0.0], [0.0, 0.0, 0.0], [0.0, 0.0, 0.0], [0.0, 0.0, 0.0], [0.0, 0.0, 0.0], [0.0, 0.0, 0.0], [0.0, 0.0, 0.0], [0.0, 0.0, 0.0], [0.0, 0.0, 0.0], [0.0, 0.0, 0.0], [0.1, 0.0, -0.3], [0.0, 0.0, 0.0], [0.0, 0.0, 0.0], [0.0, 0.0, 0.0], [0.0, 0.0, 0.0], [0.0, 0.0, 0.0], [-0.1, 0.2, 0.2], [0.2, -0.1, 0.0], [0.0, 0.0, 0.0], [0.0, 0.0, 0.0], [0.0, 0.0, 0.0], [0.0, 0.0, 0.0], [0.0, 0.0, 0.0], [0.0, 0.0, 0.0], [0.0, 0.0, 0.0], [0.0, 0.0, 0.0], [0.0, 0.0, 0.0], [0.0, 0.0, 0.0], [0.0, 0.0, 0.0], [0.0, 0.0, 0.0]]}

---

no.,electronic energy (Eh)
1,-3909.1058
2,-2226.6355